1.
Here is a structure of composition C24H48GeN3S4SbSi4TeW from the OMol25 dataset. Energies are from ωB97M-V/def2-TZVPD.

Each line ends with the Mulliken charge.
Positions of all 87 atoms, in Å:
1 W -0.508 -1.577 3.590  0.98
2 S -0.564 -2.145 5.875  -0.48
3 Sb 0.653 -0.005 6.347  0.22
4 S 1.533 -0.493 4.051  -0.48
5 S -1.970 0.011 3.537  -0.42
6 S 2.394 -0.535 7.713  -0.75
7 C -1.652 -3.442 3.578  -1.41
8 H -2.548 -3.352 4.192  0.39
9 H -1.060 -4.288 3.931  0.43
10 H -1.943 -3.613 2.540  0.32
11 C 1.723 -0.638 -3.335  -1.11
12 Si 0.045 0.128 -2.909  0.39
13 C 0.365 1.626 -1.819  -0.37
14 C -0.583 0.756 -4.586  -1.08
15 Si -1.528 -1.277 -1.859  0.33
16 Te -1.642 -0.981 0.644  -0.31
17 Si -3.555 -0.177 -2.351  0.19
18 C -3.411 1.661 -1.942  -0.58
19 C -4.977 -0.842 -1.310  -1.06
20 C -4.163 -0.288 -4.148  -1.12
21 Si -1.778 -3.271 -3.067  0.50
22 C -1.620 -2.961 -4.928  -1.09
23 C -3.496 -3.991 -2.752  -1.16
24 C -0.573 -4.669 -2.684  -1.17
25 H 2.262 0.059 -3.986  0.41
26 H 1.621 -1.587 -3.867  0.29
27 H 2.331 -0.811 -2.449  0.18
28 H 1.382 2.004 -1.967  0.39
29 H 0.242 1.370 -0.764  -0.50
30 H -0.336 2.434 -2.042  0.38
31 H 0.182 1.396 -5.039  0.44
32 H -1.497 1.344 -4.488  0.22
33 H -0.786 -0.069 -5.272  0.25
34 H -3.015 1.771 -0.931  -0.17
35 H -4.395 2.138 -1.989  0.41
36 H -2.743 2.189 -2.627  0.24
37 H -4.738 -0.753 -0.250  0.26
38 H -5.178 -1.894 -1.520  0.26
39 H -5.885 -0.269 -1.524  0.35
40 H -3.420 0.062 -4.865  0.32
41 H -5.065 0.321 -4.267  0.38
42 H -4.422 -1.317 -4.412  0.26
43 H -2.306 -2.180 -5.264  0.26
44 H -1.837 -3.874 -5.490  0.41
45 H -0.605 -2.642 -5.178  0.26
46 H -4.285 -3.365 -3.175  0.26
47 H -3.680 -4.074 -1.678  0.31
48 H -3.579 -4.989 -3.194  0.38
49 H 0.463 -4.376 -2.856  0.28
50 H -0.806 -5.523 -3.328  0.41
51 H -0.652 -4.990 -1.644  0.29
52 C 2.434 -0.384 0.772  -0.54
53 Ge 2.156 -2.290 1.121  0.97
54 C 1.721 -3.214 -0.568  -0.87
55 C 3.901 -3.001 1.722  -1.45
56 C 0.791 -2.839 2.373  -1.78
57 H 2.870 -0.253 -0.221  0.51
58 H 3.112 0.032 1.518  0.41
59 H 1.485 0.149 0.820  -0.51
60 H 2.159 -4.216 -0.568  0.45
61 H 2.063 -2.691 -1.459  0.23
62 H 0.638 -3.310 -0.627  -0.25
63 H 4.674 -2.779 0.981  0.38
64 H 3.853 -4.082 1.864  0.38
65 H 4.186 -2.542 2.670  0.32
66 H 1.298 -3.329 3.218  0.63
67 H 0.191 -3.596 1.867  0.58
68 N 5.864 8.263 4.881  -0.56
69 C 5.067 7.541 4.474  0.13
70 C 4.074 6.638 3.962  0.53
71 C 3.241 7.048 2.922  -0.82
72 C 2.287 6.184 2.422  -0.50
73 C 2.148 4.910 2.969  0.60
74 C 2.973 4.501 4.017  -0.34
75 C 3.940 5.360 4.503  -0.90
76 N 1.178 4.033 2.468  0.21
77 C -0.072 4.352 1.956  -0.38
78 C -0.646 3.163 1.631  -0.85
79 N 0.210 2.123 1.909  0.26
80 C 1.280 2.664 2.398  -0.44
81 H 3.357 8.038 2.502  0.41
82 H 1.653 6.476 1.597  0.46
83 H 2.839 3.519 4.450  0.65
84 H 4.582 5.049 5.316  0.44
85 H -0.429 5.366 1.935  0.45
86 H -1.631 2.973 1.238  0.38
87 H 2.160 2.133 2.727  0.38

The energy above the lowest of the compared OMol25 structures with the same formula, charge and spin is 29.0 kcal/mol. Its charge is -2. The HOMO-LUMO gap comes out at 5.415 eV. Its total energy is -177168.0620 eV. The molar mass comes out at 1125.091 g mol⁻¹. As for the HOMO energy: -1.980 eV.


2.
Here is a structure of composition C24H48IrN8O3PSe2 from the OMol25 dataset. Energies are from ωB97M-V/def2-TZVPD.

Each line ends with the Mulliken charge.
Positions of all 87 atoms, in Å:
1 Ir -0.633 0.110 0.035  0.72
2 C -2.486 3.204 2.836  -1.11
3 N -1.370 3.608 1.997  0.02
4 C -1.207 5.000 1.561  -0.66
5 C -0.173 4.890 0.428  -0.58
6 N 0.164 3.467 0.425  0.39
7 C 1.297 2.989 -0.334  -0.46
8 C -0.560 2.802 1.310  -0.23
9 N -0.497 1.451 1.461  1.18
10 C -0.237 0.920 2.820  -0.64
11 C -0.714 -0.518 2.820  -1.02
12 N -0.177 -1.118 1.593  0.61
13 C 0.027 -2.428 1.525  -0.42
14 N -0.615 -3.368 2.238  0.05
15 C -1.955 -3.228 2.796  -1.12
16 C -0.110 -4.704 1.911  -0.69
17 C 1.039 -4.418 0.937  -0.60
18 N 0.942 -2.978 0.698  0.49
19 C 2.162 -2.292 0.297  -0.55
20 H -3.198 4.025 2.861  0.41
21 H -2.177 3.000 3.860  0.32
22 H -2.981 2.325 2.421  0.38
23 H -0.861 5.620 2.388  0.38
24 H -2.164 5.390 1.215  0.40
25 H 0.722 5.480 0.627  0.35
26 H -0.564 5.185 -0.547  0.32
27 H 2.200 3.511 -0.014  0.37
28 H 1.144 3.177 -1.396  0.24
29 H 1.448 1.924 -0.180  -0.36
30 H -0.763 1.482 3.592  0.45
31 H 0.834 0.982 3.024  -0.16
32 H -1.808 -0.532 2.839  0.31
33 H -0.347 -1.032 3.711  0.60
34 H -2.562 -2.571 2.173  0.33
35 H -1.937 -2.867 3.823  0.32
36 H -2.420 -4.211 2.794  0.43
37 H -0.908 -5.287 1.447  0.40
38 H 0.219 -5.230 2.806  0.38
39 H 0.959 -4.976 0.005  0.35
40 H 2.010 -4.645 1.384  0.28
41 H 2.488 -2.667 -0.671  0.28
42 H 2.955 -2.477 1.030  0.50
43 H 2.004 -1.224 0.220  -0.34
44 C 4.572 -0.480 2.600  -1.16
45 Se 3.417 0.933 1.939  0.16
46 C 4.783 1.896 0.928  -0.94
47 C 5.381 1.120 -0.229  -0.84
48 Se 3.997 0.379 -1.394  0.25
49 C 5.152 0.115 -2.939  -1.11
50 H 5.413 -0.046 3.135  0.38
51 H 4.921 -1.103 1.779  0.30
52 H 3.985 -1.083 3.290  0.40
53 H 5.562 2.191 1.632  0.52
54 H 4.292 2.801 0.576  0.30
55 H 6.012 0.306 0.125  0.42
56 H 5.998 1.784 -0.834  0.46
57 H 5.966 -0.558 -2.683  0.34
58 H 5.544 1.067 -3.287  0.33
59 H 4.548 -0.334 -3.723  0.31
60 C -2.216 0.630 -3.789  -1.08
61 P -2.455 1.638 -2.325  1.32
62 C -2.576 3.332 -2.886  -1.11
63 C -4.023 1.164 -1.604  -1.00
64 O -1.319 1.543 -1.319  -1.39
65 H -2.946 0.917 -4.547  0.52
66 H -2.350 -0.427 -3.558  0.16
67 H -1.212 0.788 -4.183  0.33
68 H -3.434 3.456 -3.546  0.45
69 H -1.669 3.604 -3.426  0.37
70 H -2.692 3.990 -2.025  0.28
71 H -4.816 1.174 -2.353  0.45
72 H -4.279 1.863 -0.807  0.34
73 H -3.941 0.162 -1.176  0.14
74 C -3.691 -4.092 -2.201  -0.98
75 N -2.552 -3.170 -2.120  0.17
76 C -1.509 -3.281 -2.980  -0.06
77 C -0.410 -2.482 -2.937  -1.55
78 C -0.436 -1.524 -1.901  1.29
79 O 0.444 -0.651 -1.563  -0.79
80 N -1.475 -1.413 -1.060  0.65
81 C -2.571 -2.225 -1.082  -0.37
82 O -3.489 -2.157 -0.292  -0.68
83 H -3.732 -4.510 -3.203  0.38
84 H -4.605 -3.547 -1.988  0.33
85 H -3.585 -4.893 -1.470  0.31
86 H -1.608 -4.064 -3.721  0.51
87 H 0.413 -2.587 -3.624  0.59

Its charge is +2. The HOMO-LUMO gap comes out at 6.709 eV. Its total energy is -186540.7772 eV. The molar mass comes out at 877.812 g mol⁻¹. As for the HOMO energy: -12.219 eV.


3.
Here is a cluster of 4 separate species, C24H48N2O10PS3 in total in a non-equilibrium geometry from the OMol25 dataset. Energies are from ωB97M-V/def2-TZVPD.

Each line ends with the Mulliken charge.
Positions of all 88 atoms, in Å:
1 C -2.564 2.821 -4.739  -0.64
2 C -3.042 2.324 -3.479  -0.46
3 C -3.134 0.746 -3.186  -0.04
4 P -1.428 -0.118 -3.283  0.57
5 C -1.334 -1.235 -1.772  -0.54
6 C -0.873 -0.509 -0.430  0.27
7 C 0.165 -1.341 0.500  -1.09
8 N -1.230 0.693 -0.049  -0.57
9 O -0.291 1.135 -3.329  -0.33
10 C 1.041 0.727 -2.896  -0.04
11 C 1.568 -0.659 -3.496  0.00
12 C 3.173 -0.787 -3.217  -0.40
13 C 3.703 -2.019 -4.108  -1.05
14 C -1.475 -1.155 -4.849  0.51
15 C -1.916 -0.625 -6.250  -0.36
16 C -1.925 -1.435 -7.554  -0.27
17 N -1.499 -2.786 -7.566  -0.46
18 C -1.117 -3.317 -6.312  -0.32
19 C -1.039 -2.669 -4.921  -0.17
20 H -1.708 2.255 -5.244  0.14
21 H -3.064 3.725 -5.248  0.32
22 H -3.337 3.121 -2.717  0.37
23 H -3.879 0.312 -3.939  0.48
24 H -3.593 0.617 -2.135  0.14
25 H -2.413 -1.611 -1.584  0.32
26 H -0.726 -2.198 -1.964  0.41
27 H 1.112 -1.616 -0.105  0.18
28 H -0.348 -2.353 0.714  0.32
29 H 0.461 -0.775 1.443  0.45
30 H -0.752 0.879 0.853  0.32
31 H 1.180 0.753 -1.747  -0.12
32 H 1.764 1.540 -3.290  0.45
33 H 1.106 -1.595 -3.035  0.02
34 H 1.382 -0.716 -4.629  0.29
35 H 3.659 0.216 -3.449  0.37
36 H 3.279 -1.110 -2.116  0.18
37 H 3.583 -3.002 -3.515  0.28
38 H 3.033 -2.107 -5.042  0.25
39 H 4.782 -1.802 -4.401  0.34
40 H -2.243 0.475 -6.313  0.03
41 H -2.254 -0.936 -8.522  0.33
42 H -0.809 -4.428 -6.334  0.31
43 H -0.688 -3.221 -3.978  0.23
44 O 2.203 1.567 1.535  -0.65
45 S 3.618 1.540 1.262  1.27
46 O 4.392 0.332 1.395  -0.64
47 O 4.339 2.718 2.100  -0.28
48 C 4.177 2.739 3.522  -0.34
49 C 4.986 1.649 4.199  -0.75
50 C 3.902 2.195 -0.358  -0.62
51 H 3.119 2.670 3.787  0.29
52 H 4.533 3.713 3.866  0.27
53 H 4.621 0.657 3.924  0.29
54 H 4.923 1.736 5.286  0.21
55 H 6.034 1.702 3.896  0.27
56 H 3.348 3.127 -0.468  0.34
57 H 3.546 1.459 -1.079  -0.06
58 H 4.971 2.357 -0.491  0.41
59 O -5.116 -1.446 -2.706  -0.53
60 S -5.861 -2.088 -1.651  1.10
61 O -5.742 -3.500 -1.394  -0.61
62 O -7.424 -1.715 -1.810  -0.28
63 C -8.076 -2.023 -3.046  -0.29
64 C -8.330 -3.511 -3.193  -1.00
65 C -5.566 -1.227 -0.133  -0.95
66 H -7.499 -1.633 -3.890  0.27
67 H -9.033 -1.496 -3.039  0.29
68 H -7.394 -4.068 -3.262  0.30
69 H -8.907 -3.719 -4.097  0.39
70 H -8.872 -3.897 -2.326  0.27
71 H -5.681 -0.157 -0.301  0.32
72 H -4.545 -1.450 0.182  0.34
73 H -6.271 -1.583 0.618  0.39
74 O 3.959 1.898 7.561  -0.62
75 S 4.387 2.296 8.877  1.21
76 O 5.532 1.699 9.514  -0.61
77 O 3.126 2.215 9.887  -0.29
78 C 2.439 0.969 10.017  -0.31
79 C 3.248 -0.041 10.810  -0.99
80 C 4.599 4.054 8.905  -0.97
81 H 2.171 0.575 9.032  0.29
82 H 1.506 1.174 10.547  0.27
83 H 4.164 -0.316 10.284  0.30
84 H 2.673 -0.954 10.977  0.38
85 H 3.544 0.377 11.776  0.27
86 H 3.727 4.525 8.455  0.31
87 H 5.493 4.287 8.327  0.37
88 H 4.730 4.377 9.937  0.35

Its charge is +1. The HOMO-LUMO gap comes out at 8.004 eV. Its total energy is -90902.1949 eV. The molar mass comes out at 651.827 g mol⁻¹. As for the HOMO energy: -11.769 eV.


4.
Here is a cluster of 7 separate species, C24H48N8O2PS in total in a non-equilibrium geometry from the OMol25 dataset. Energies are from ωB97M-V/def2-TZVPD.

Each line ends with the Mulliken charge.
Positions of all 84 atoms, in Å:
1 N -0.725 -0.246 7.288  -0.53
2 P -1.637 -1.528 7.080  0.88
3 O -2.029 -2.150 8.585  -0.44
4 O -0.702 -2.687 6.286  -0.43
5 S -3.354 -0.927 5.897  0.12
6 N -4.839 -1.473 6.550  -0.45
7 H -1.151 0.587 6.864  0.29
8 H -2.958 -1.978 8.827  0.31
9 H -0.927 -2.676 5.330  0.35
10 H -3.362 0.473 5.982  0.42
11 H -4.933 -1.306 7.554  0.27
12 H -5.066 -2.432 6.279  0.31
13 C -0.076 -0.356 1.992  -1.07
14 C 0.315 1.110 2.100  -0.05
15 C 0.521 1.569 3.547  -0.59
16 C -0.742 1.401 4.321  0.29
17 N -1.727 1.270 4.922  -0.62
18 H -1.034 -0.553 2.482  0.36
19 H -0.183 -0.642 0.944  0.24
20 H 0.681 -1.005 2.446  0.29
21 H -0.459 1.720 1.625  0.29
22 H 1.232 1.270 1.538  0.08
23 H 0.814 2.622 3.571  0.37
24 H 1.312 0.987 4.027  0.31
25 C -0.112 -0.660 -3.815  -0.61
26 C 0.282 0.810 -3.719  -0.57
27 C 0.505 1.272 -2.277  0.43
28 C -0.764 1.102 -1.486  0.37
29 N -1.758 0.970 -0.885  -0.66
30 H -1.061 -0.856 -3.313  0.13
31 H -0.232 -0.952 -4.860  0.37
32 H 0.651 -1.299 -3.369  0.05
33 H -0.499 1.417 -4.186  0.16
34 H 1.200 0.971 -4.290  0.44
35 H 0.798 2.324 -2.259  0.51
36 H 1.303 0.691 -1.808  -0.56
37 C -3.371 3.651 -3.079  -1.03
38 C -4.592 3.568 -3.989  -0.53
39 C -4.833 2.158 -4.534  -0.31
40 C -3.657 1.714 -5.341  0.25
41 N -2.741 1.369 -5.965  -0.50
42 H -2.452 3.401 -3.616  0.25
43 H -3.255 4.666 -2.692  0.38
44 H -3.468 2.971 -2.228  0.27
45 H -4.465 4.268 -4.819  0.31
46 H -5.475 3.889 -3.431  0.33
47 H -5.723 2.146 -5.167  0.33
48 H -4.990 1.452 -3.715  0.25
49 C 2.971 -2.301 -1.967  -0.90
50 C 3.849 -2.554 -0.745  -0.72
51 C 3.251 -1.987 0.545  -0.38
52 C 3.088 -0.507 0.425  0.40
53 N 2.963 0.645 0.331  -0.64
54 H 2.854 -1.233 -2.164  0.16
55 H 3.420 -2.747 -2.856  0.38
56 H 1.976 -2.738 -1.834  0.26
57 H 4.835 -2.116 -0.920  0.36
58 H 3.992 -3.631 -0.627  0.37
59 H 3.908 -2.203 1.391  0.38
60 H 2.276 -2.437 0.748  0.31
61 C -4.113 -2.492 -4.295  -0.76
62 C -3.626 -3.803 -4.902  -0.49
63 C -2.804 -4.645 -3.922  -0.48
64 C -1.591 -3.887 -3.491  0.27
65 N -0.653 -3.292 -3.157  -0.41
66 H -3.279 -1.846 -4.009  0.07
67 H -4.717 -1.940 -5.018  0.32
68 H -4.727 -2.675 -3.408  0.32
69 H -3.029 -3.582 -5.791  0.30
70 H -4.490 -4.385 -5.233  0.33
71 H -2.490 -5.577 -4.398  0.29
72 H -3.398 -4.898 -3.041  0.28
73 C 7.321 3.438 3.234  -1.17
74 C 6.105 3.362 2.317  -0.56
75 C 5.855 1.953 1.773  0.08
76 C 7.033 1.500 0.973  0.21
77 N 7.948 1.148 0.351  -0.46
78 H 8.241 3.180 2.704  0.36
79 H 7.443 4.452 3.620  0.34
80 H 7.213 2.760 4.086  0.30
81 H 6.242 4.060 1.487  0.31
82 H 5.221 3.691 2.871  0.33
83 H 4.968 1.948 1.135  -0.04
84 H 5.687 1.249 2.593  0.30

The energy above the lowest of the compared OMol25 structures with the same formula, charge and spin is 41.7 kcal/mol. Its charge is +1. The HOMO-LUMO gap comes out at 8.203 eV. Its total energy is -61797.7213 eV. The molar mass comes out at 543.743 g mol⁻¹. As for the HOMO energy: -12.771 eV.